Record 1
{"formula": "CH2ClNS", "method": "ωB97M-V/def2-TZVPD", "species": ["C", "N", "S", "Cl", "H", "H"], "coordinates": [[0.485732, -0.055333, -0.966846], [-0.576555, -0.452378, 0.990299], [2.025536, -0.157139, -1.075138], [-1.769032, 0.746078, 1.074767], [-0.377449, 0.051820, -1.582923], [0.211768, -0.133047, 1.559841]], "forces_ev_per_a": [[-0.37, -0.87, 2.81], [1.77, -0.23, -2.61], [-0.43, 0.12, 0.03], [-0.27, 0.47, 0.10], [-0.53, 0.23, -0.28], [-0.17, 0.28, -0.05]], "nbo_charge": [-0.185, -0.681, 0.251, 0.079, 0.204, 0.333], "de_lowest_ev": 4.222, "largest_force_ev_per_a": 3.2, "homo_lumo_gap_ha": [0.2650, 0.2760], "homo_energy_ev": [-8.258, -8.486]}

***

Record 2
{"formula": "CH2ClP", "method": "ωB97M-V/def2-TZVPD", "species": ["C", "P", "Cl", "H", "H"], "coordinates": [[0.754920, -0.112850, -0.035061], [-0.688006, -0.895786, -0.101075], [-2.772702, 0.836975, 0.124133], [1.709275, -0.736257, -0.302050], [0.996512, 0.907918, 0.314053]], "forces_ev_per_a": [[1.22, -0.39, 0.11], [-1.25, 1.63, -0.13], [2.35, -1.60, -0.07], [-1.95, 0.92, 0.56], [-0.38, -0.55, -0.48]], "nbo_charge": [-0.969, 0.910, -0.488, 0.276, 0.272], "de_lowest_ev": 1.365, "largest_force_ev_per_a": 2.8, "homo_lumo_gap_ha": 0.3077, "homo_energy_ev": -10.166}

***

Record 3
{"formula": "CH2ClPS", "method": "ωB97M-V/def2-TZVPD", "species": ["C", "P", "S", "Cl", "H", "H"], "coordinates": [[-0.757136, 0.050076, -0.071128], [0.481366, -0.966953, -0.943917], [-0.280216, -1.440722, 0.869352], [2.758978, 1.316473, 0.218920], [-0.423682, 0.991900, 0.353642], [-1.779311, 0.049224, -0.426868]], "forces_ev_per_a": [[-0.02, 0.02, 0.11], [0.67, 0.91, 0.97], [0.15, 0.17, -0.48], [-0.94, -0.91, -0.48], [0.14, -0.13, -0.04], [0.00, -0.07, -0.08]], "nbo_charge": [-0.834, 0.765, 0.071, -0.512, 0.271, 0.238], "de_lowest_ev": 2.405, "largest_force_ev_per_a": 1.5, "homo_lumo_gap_ha": [0.1996, 0.2679], "homo_energy_ev": [-8.584, -9.715]}

***

Record 4
{"formula": "CH2CuF3NO3S", "method": "ωB97M-V/def2-TZVPD", "species": ["Cu", "N", "S", "O", "O", "C", "F", "F", "F", "O", "H", "H"], "coordinates": [[2.203042, 0.470874, -1.151308], [0.575872, 0.303662, 1.355883], [-0.284635, 0.965705, 0.287601], [-0.962601, 2.224486, 0.640812], [0.373251, 0.988142, -1.084076], [-1.740091, -0.147595, -0.098574], [-2.594309, -0.139023, 0.922424], [-1.324450, -1.400981, -0.281617], [-2.388166, 0.245890, -1.191570], [2.160364, -1.215257, -0.411144], [2.891092, -1.612427, 0.062116], [1.090635, -0.683472, 0.949448]], "forces_ev_per_a": [[1.10, 0.07, -0.22], [0.51, -2.19, -1.04], [-0.07, 0.34, 0.78], [1.13, -1.62, -0.50], [-1.00, 0.16, 0.45], [0.86, 0.54, 0.17], [-0.32, -0.08, 0.21], [-0.03, -0.31, -0.12], [-0.33, 0.02, -0.34], [-0.69, -0.66, 0.08], [0.43, 0.32, -0.09], [-1.59, 3.41, 0.61]], "lowdin_spin": [1.460, 0.009, 0.052, 0.007, 0.195, 0.008, 0.001, 0.003, 0.002, 0.243, 0.017, 0.003], "de_lowest_ev": 0.000, "largest_force_ev_per_a": 3.8, "multiplicity": 3, "total_charge": -1, "homo_lumo_gap_ha": [0.2355, 0.2897], "homo_energy_ev": [-2.546, -5.633]}

***

Record 5
{"formula": "CH2F11KN4O20S9", "method": "ωB97M-V/def2-TZVPD", "species": ["K", "N", "S", "O", "O", "F", "S", "O", "O", "F", "N", "S", "O", "O", "F", "S", "O", "O", "F", "N", "S", "O", "O", "F", "S", "O", "O", "F", "N", "S", "O", "O", "F", "S", "O", "O", "F", "C", "F", "F", "F", "S", "O", "O", "O", "O", "H", "H"], "coordinates": [[0.322609, 0.426651, -0.853741], [-0.569200, 0.773407, -3.285889], [-0.093275, 2.035583, -4.018080], [-1.220862, 2.774560, -4.587114], [1.259899, 2.185530, -4.569501], [0.203227, 2.759294, -2.588546], [-0.358014, -0.149406, -4.632007], [0.978734, -0.688820, -4.767611], [-1.156417, 0.143806, -5.793509], [-1.159460, -1.443628, -4.081257], [-1.467217, -4.937001, -1.077537], [-1.593687, -3.220689, -0.683284], [-2.967345, -2.658047, -0.879559], [-0.419397, -2.288472, -0.908193], [-1.639399, -3.458545, 0.912540], [-1.279872, -4.628747, -2.564243], [-0.062146, -3.927186, -2.920591], [-2.466949, -4.320663, -3.367972], [-0.921185, -6.105355, -3.055269], [2.477290, -1.364622, 3.710733], [3.812813, -1.679871, 2.730615], [4.083072, -0.731766, 1.675399], [4.193943, -3.036923, 2.608709], [4.850028, -1.252784, 3.892641], [1.516675, -1.725337, 2.632888], [1.314707, -3.138881, 2.229764], [1.337006, -0.672871, 1.650039], [0.095239, -1.572577, 3.478449], [-3.298637, 1.522776, 2.725623], [-2.168922, 1.079957, 3.915170], [-0.725783, 1.342864, 3.630539], [-2.546345, -0.101463, 4.733498], [-2.500833, 2.344369, 4.887711], [-2.656649, 0.608245, 1.723838], [-2.828859, -0.866625, 1.864859], [-1.500637, 1.103976, 0.980417], [-3.927209, 0.861928, 0.745002], [2.084769, 3.290295, 0.567409], [2.757611, 3.182180, -0.584508], [1.078976, 4.155614, 0.305617], [1.587083, 2.101955, 1.045943], [3.095776, 4.026381, 1.953148], [4.497449, 4.226108, 1.451730], [2.474366, 5.277850, 2.500420], [3.150745, 2.994493, 2.977951], [-2.672868, 1.344085, -1.822459], [-2.948061, 2.245699, -1.988555], [-2.022789, 1.162675, -2.501231]], "forces_ev_per_a": [[-0.01, -0.45, 1.14], [1.00, -2.89, -3.43], [1.44, 8.03, 1.61], [1.97, -0.75, 0.29], [-2.56, -1.02, -0.19], [-0.40, 0.62, -0.20], [-1.01, -7.52, 0.27], [-1.21, 1.38, -0.12], [0.91, 0.99, 0.44], [0.52, 1.26, -0.05], [-0.32, 3.63, 1.87], [-1.54, 3.68, 3.65], [3.71, -1.75, -0.41], [-3.51, -3.22, 0.68], [0.66, -0.20, -1.40], [0.97, -0.39, -6.04], [-1.10, -0.56, 0.07], [1.28, -0.44, 1.23], [-0.18, -0.96, 0.10], [4.68, -0.60, 0.26], [3.25, 2.73, 2.41], [-0.47, -1.33, 0.94], [-0.31, -1.14, -0.72], [0.06, 0.44, -0.04], [-10.56, -1.74, -3.31], [1.59, 2.57, 0.39], [0.40, -1.29, -0.01], [1.53, 0.13, -0.08], [2.16, 0.68, 5.48], [2.34, 0.75, 4.06], [-4.11, -1.06, 0.47], [0.60, 2.81, -1.92], [-0.31, -0.45, -0.10], [-1.11, -5.42, -8.52], [1.35, 3.34, 0.60], [-1.46, -0.67, 1.20], [0.26, 0.21, -0.94], [-0.61, 0.70, 1.19], [-0.18, -0.91, 0.45], [-0.21, -0.80, 0.01], [0.54, 1.51, -1.75], [3.84, 1.38, 3.83], [-2.42, 0.32, -0.77], [0.27, -1.69, -2.15], [-0.96, -0.07, -0.74], [-0.62, 0.09, 0.45], [-0.03, 0.21, 0.09], [-0.14, -0.16, -0.28]], "nbo_charge": [0.945, -1.135, 2.389, -0.915, -0.881, -0.535, 2.387, -0.887, -0.901, -0.486, -1.042, 2.279, -0.867, -0.877, -0.472, 2.397, -0.924, -0.945, -0.538, -1.058, 2.383, -0.871, -0.925, -0.534, 2.390, -0.912, -0.937, -0.528, -1.056, 2.284, -0.831, -0.893, -0.529, 2.384, -0.881, -0.930, -0.539, 0.720, -0.316, -0.329, -0.302, 2.238, -1.023, -0.997, -0.980, -0.938, 0.454, 0.465], "largest_force_ev_per_a": 11.2, "total_charge": -4, "homo_lumo_gap_ha": 0.2644, "homo_energy_ev": 0.161}

***

Record 6
{"formula": "CH2F2", "method": "ωB97M-V/def2-TZVPD", "species": ["F", "C", "F", "H", "H"], "coordinates": [[1.101190, -0.696713, 0.001790], [0.026881, 0.035479, -0.024995], [-1.137467, -0.678082, -0.033517], [0.209041, 0.709013, -0.839828], [-0.199646, 0.630304, 0.896549]], "forces_ev_per_a": [[1.41, -1.94, 0.69], [-2.02, 2.74, 1.88], [0.23, -0.80, -1.26], [-0.99, 0.24, -1.00], [1.36, -0.25, -0.31]], "nbo_charge": [-0.323, 0.437, -0.354, 0.124, 0.117], "de_lowest_ev": 0.375, "smiles": "FCF", "largest_force_ev_per_a": 3.9, "homo_lumo_gap_ha": 0.4839, "homo_energy_ev": -12.026}

***

Record 7
{"formula": "CH2F2NO2S", "method": "ωB97M-V/def2-TZVPD", "species": ["C", "N", "O", "O", "F", "F", "S", "H", "H"], "coordinates": [[-0.907074, 0.354139, 0.348003], [0.226382, -0.077582, -0.451651], [2.029333, 0.993261, 1.032758], [2.562055, -1.016676, -0.177620], [-2.057160, 0.787124, -0.334745], [-1.329742, -0.789037, 0.999392], [2.098769, 0.341114, -0.269391], [-0.536378, 1.040108, 1.128961], [-0.064841, -0.992612, -0.853658]], "forces_ev_per_a": [[3.53, -1.36, -0.69], [-2.82, 0.58, -0.16], [0.10, 0.78, 0.55], [0.99, -1.64, -0.30], [0.87, 0.03, 0.37], [-1.08, -0.12, 0.53], [-1.82, 0.57, 0.09], [-0.71, 0.30, -0.60], [0.94, 0.86, 0.21]], "nbo_charge": [0.647, -0.982, -1.039, -1.021, -0.391, -0.391, 1.670, 0.147, 0.360], "de_lowest_ev": 0.056, "largest_force_ev_per_a": 3.8, "total_charge": -1, "homo_lumo_gap_ha": 0.3130, "homo_energy_ev": -4.481}

***

Record 8
{"formula": "CH2F2O2", "method": "ωB97M-V/def2-TZVPD", "species": ["F", "C", "O", "O", "F", "H", "H"], "coordinates": [[-1.349113, -1.246909, -0.284279], [-0.757839, -0.026771, 0.003282], [0.368271, -0.156615, 0.677500], [1.428308, -0.426101, -0.255147], [2.355472, 0.687796, -0.209994], [-0.684818, 0.784829, -0.755477], [-1.360281, 0.383770, 0.824114]], "forces_ev_per_a": [[0.62, 0.74, -0.89], [-2.84, 1.54, 0.82], [3.83, -0.69, 0.27], [0.27, 0.39, 0.39], [-1.18, -0.66, 0.17], [-0.21, -1.42, -0.47], [-0.49, 0.10, -0.28]], "nbo_charge": [-0.351, 0.284, -0.223, 0.088, -0.147, 0.177, 0.171], "de_lowest_ev": 7.357, "smiles": "FCOOF", "largest_force_ev_per_a": 3.9, "homo_lumo_gap_ha": 0.4409, "homo_energy_ev": -12.009}